Record 1
Below is an isolated ion of composition C8H10N3O and charge +1 in a non-equilibrium geometry, with properties calculated with ωB97M-V/def2-TZVPD.

Last column: Mulliken charge in e.
CARTESIAN COORDINATES (ANGSTROEM)
C: -2.79391 -0.76618 -0.77658  -1.3523
C: -1.43754 -1.22507 -0.29531  0.8675
O: -1.21967 -2.41138 -0.26819  -0.5186
C: -0.31417 -0.29678 0.02342  -0.1342
C: -0.36229 1.05665 0.41577  0.6055
C: -1.56599 1.91035 0.71739  -1.3135
N: 0.97418 1.51669 0.62731  -0.3512
N: 1.81038 0.39708 0.40850  0.0305
C: 3.15091 0.15292 0.12377  -0.0776
C: 3.19583 -1.17180 -0.33465  -0.9062
C: 1.79924 -1.64422 -0.42932  0.2937
N: 1.02846 -0.68580 0.01586  0.0851
H: -3.14861 -1.47018 -1.52522  0.3732
H: -3.44772 -0.71275 0.07153  0.3602
H: -2.69990 0.20583 -1.25756  0.3574
H: -2.38017 1.26620 1.03375  0.3489
H: -1.35703 2.64651 1.49563  0.3966
H: -1.89560 2.41184 -0.21738  0.3218
H: 1.16274 2.21572 1.33737  0.3233
H: 3.95373 0.90594 0.26122  0.4170
H: 4.09248 -1.68760 -0.60904  0.4106
H: 1.45466 -2.61398 -0.81827  0.4625

The molar mass comes out at 164.19 g mol⁻¹. The charge is +1. As for the HOMO energy: -0.4769 Eh. The calculated total energy is -14967.044 eV. Its SMILES is CC(=O)c1c(C)[nH]n2ccc[n+]12.

=====

Record 2
Below is C23H20N5O9Pd as an isolated structure in a non-equilibrium geometry, with properties calculated with ωB97M-V/def2-TZVPD.

Last column: Mulliken charge in e.
CARTESIAN COORDINATES (ANGSTROEM)
Pd: 0.44838 -0.12299 -0.09189  0.3933
C: -1.95769 -3.89885 0.21674  -1.6856
C: -1.20087 -2.67793 -0.19393  0.6648
N: -0.70675 -1.83006 0.65136  1.1693
N: -0.80715 -1.81053 1.93800  -0.9564
C: 0.00484 -0.94538 2.56570  0.8721
O: 0.91629 -0.32556 1.94691  -0.8355
C: -0.16467 -0.81623 4.01194  0.5238
C: 0.50824 0.18890 4.71434  -0.4468
C: 0.35950 0.28137 6.08478  -0.7035
C: -0.44786 -0.62297 6.76373  -0.3572
C: -1.12545 -1.61532 6.06695  -0.7358
C: -0.99404 -1.71180 4.69704  -0.1634
C: -0.93597 -2.35264 -1.58604  0.5689
C: -1.53975 -3.02225 -2.65548  -0.8956
C: -1.17112 -2.70496 -3.94904  -0.4570
C: -0.20539 -1.72563 -4.15349  -0.9376
C: 0.34058 -1.08178 -3.05356  -0.1865
N: -0.01488 -1.38766 -1.81115  0.6558
H: -1.92410 -3.99629 1.29797  0.3656
H: -1.54022 -4.79578 -0.23634  0.4079
H: -3.00070 -3.81316 -0.08903  0.3960
H: 1.12288 0.89100 4.17058  0.3893
H: 0.87325 1.05908 6.63033  0.4206
H: -0.55472 -0.55056 7.83707  0.4032
H: -1.76206 -2.30903 6.59522  0.4107
H: -1.52706 -2.46538 4.13895  0.4362
H: -2.28009 -3.77780 -2.45711  0.4927
H: -1.62306 -3.21650 -4.78459  0.4528
H: 0.11849 -1.46111 -5.14525  0.5019
H: 1.07167 -0.28934 -3.18326  0.5124
O: -1.76717 2.72147 1.46169  -0.5448
C: -1.47367 2.10336 0.46548  -0.0294
O: -1.44642 0.86810 0.23512  -0.4594
C: -1.12293 2.99058 -0.77328  0.3732
C: -1.87248 4.10039 -1.04601  -0.4473
C: -1.60409 4.85146 -2.19247  -0.4031
C: -0.60027 4.46397 -3.06101  -0.4008
C: 0.15306 3.34217 -2.77937  -0.1992
C: -0.03641 2.55143 -1.59608  0.9880
O: 0.72947 1.58228 -1.33932  -0.5662
N: 1.17389 2.94018 -3.71621  0.9104
O: 1.54118 3.77413 -4.50244  -0.5915
O: 1.57442 1.79433 -3.67007  -0.6124
N: -2.38561 6.04080 -2.48006  1.0455
O: -3.27039 6.31524 -1.70910  -0.6118
O: -2.08296 6.65390 -3.47415  -0.6091
H: -2.66879 4.42152 -0.38656  0.5935
H: -0.40492 5.03422 -3.96056  0.6257
C: 4.80206 -1.66134 -0.24591  -1.3900
C: 3.30199 -1.76549 -0.03650  -0.1190
O: 2.64004 -0.55288 -0.41965  -0.1156
H: 5.28224 -2.57706 0.08144  0.3893
H: 5.20310 -0.83054 0.32804  0.3498
H: 5.03799 -1.51065 -1.29689  0.4216
H: 3.07410 -1.90258 1.02394  0.2401
H: 2.89012 -2.60982 -0.60816  0.2523
H: 3.05194 -0.23205 -1.23933  0.2337

The molar mass comes out at 616.86 g mol⁻¹. The charge is +1. As for the HOMO energy (spin up / spin down): -0.4223 / -0.4234 Eh. The calculated total energy is -53516.386 eV.

=====

Record 3
Below is the molecule C6H10N2 in a non-equilibrium geometry, with properties calculated with ωB97M-V/def2-TZVPD.

Last column: Mulliken charge in e.
CARTESIAN COORDINATES (ANGSTROEM)
C: -3.09495 -0.32546 0.60422  -0.6782
C: -1.79604 -0.16414 0.26187  0.7272
C: -0.84746 -0.98415 1.11467  -1.2052
C: -1.31915 0.95314 -0.64541  -0.2648
N: -0.13102 1.12847 -0.97679  -0.4885
N: 0.72993 0.09756 -0.55214  -0.1084
C: 1.90250 0.60203 -0.95905  -0.0309
C: 3.19608 -0.04316 -0.57172  -0.8974
H: -3.63833 0.51667 0.17068  0.2356
H: -3.80460 -1.20682 1.12875  0.2397
H: -0.40689 -0.14620 1.82305  0.2658
H: -0.03657 -1.38294 0.65240  0.3939
H: -1.31461 -1.49291 1.90246  0.4096
H: -1.93068 1.94537 -1.03817  0.1924
H: 1.90711 1.35877 -1.72791  0.4109
H: 3.71491 0.49770 0.35154  0.2381
H: 2.94183 -0.93124 -0.09850  0.2916
H: 3.92793 -0.42268 -1.43996  0.2684

The molar mass comes out at 110.16 g mol⁻¹. The charge is 0. As for the HOMO energy: -0.3248 Eh. The calculated total energy is -9359.278 eV. Its SMILES is C=C(C)/C=N\N=C\C.

=====

Record 4
Below is the molecule C4H5NO2, with properties calculated with ωB97M-V/def2-TZVPD.

Last column: Mulliken charge in e.
CARTESIAN COORDINATES (ANGSTROEM)
C: 0.86783 1.96479 1.06654  -0.7038
C: 0.47344 0.41345 -0.63552  0.4964
C: -0.34305 -0.19450 -1.46824  -0.2970
O: -0.93186 -1.43765 -1.23785  -0.1675
C: -0.69310 -1.95942 -0.04238  -0.3477
O: -1.29770 -3.13883 -0.07401  -0.3330
N: 1.29236 1.00727 0.05201  -0.3079
H: 1.05779 1.52806 2.05117  0.2902
H: 1.48321 2.86281 0.97161  0.2693
H: -0.19274 2.23073 0.98703  0.2987
H: -0.61683 0.22649 -2.42506  0.3503
H: -1.13215 -3.54247 0.78791  0.4519

The molar mass comes out at 99.09 g mol⁻¹. The charge is 0. As for the HOMO energy: -0.3186 Eh. The calculated total energy is -9810.339 eV.

=====

Going through the records in order, we get relative energy (zero: lowest compared OMol25 entry of this formula, charge and spin) values of 52.1 24.7 119.0 91.7 kcal/mol.